[1]
The following is a quantum chemistry calculation of a structure of composition C24H24BF4O3 in a non-equilibrium geometry, from the Open Molecules 2025 dataset.

Structure (ORCA input):
```
! RIJCOSX wB97M-V def2-TZVPD def2/J DEFGRID3
* xyz 1 1
F -4.041 -1.772 1.527
F -2.973 3.315 5.252
F -0.291 1.611 8.726
F -3.587 -3.926 5.677
O 1.918 0.175 3.739
O 1.781 -2.014 0.369
O 2.045 0.353 0.865
C -2.312 -1.120 2.979
C -1.487 1.531 4.760
C 1.108 -0.737 4.401
C -0.634 1.637 7.378
C -3.938 -2.793 3.662
C -0.547 0.595 5.190
C -0.230 0.551 6.563
C 3.227 -1.335 4.666
C 1.934 -1.894 4.329
C -3.458 -1.868 2.763
C -3.135 -2.994 4.778
C -1.873 -2.422 4.969
C -1.356 2.721 6.891
C -0.270 -2.505 1.319
C -0.261 -1.692 -0.980
C 0.348 -1.479 0.361
C 4.155 1.015 4.156
C 3.185 -0.036 4.239
C -1.462 -1.461 4.048
C 0.619 0.261 0.475
C -0.284 -0.483 4.148
C -1.913 2.530 5.616
C 0.407 0.915 -0.897
C 0.067 1.340 1.378
B 2.413 -0.889 0.570
H 0.456 2.300 0.959
H 0.343 -0.289 6.992
H -0.273 -2.169 2.341
H -1.270 -2.729 5.808
H 3.968 -1.835 5.256
H -1.005 1.483 1.441
H -1.257 -2.897 1.036
H 0.347 -3.426 1.347
H -0.698 1.062 -0.940
H -0.351 0.063 3.199
H -1.885 1.485 3.758
H -1.650 3.564 7.510
H -4.896 -3.301 3.515
H 4.110 1.681 5.011
H 4.055 1.565 3.240
H -1.136 -1.048 -1.035
H -2.009 -0.335 2.272
H 0.555 1.460 2.343
H 0.380 -1.523 -1.832
H 0.648 0.302 -1.772
H 0.913 1.893 -1.028
H 1.580 -2.947 4.400
H 5.138 0.560 4.156
H -0.685 -2.680 -1.121
*
```

Properties
ΔE to the lowest compared entry with this formula, charge and spin in kcal/mol: 147.98
Lowest unoccupied orbital energy in eV: -6.18
Highest occupied orbital energy in Ha: -0.4016
Energy in Eh: -1578.529366



[2]
The following is a quantum chemistry calculation of a structure of composition C5H7NO2 in a non-equilibrium geometry, from the Open Molecules 2025 dataset.

Structure (ORCA input):
```
! RIJCOSX wB97M-V def2-TZVPD def2/J DEFGRID3
* xyz 0 1
O 1.002 1.954 0.408
O -0.606 -1.191 1.251
N -1.991 -0.100 -0.501
C 2.578 -0.850 -0.413
C 1.330 -0.857 -0.177
C 0.040 -0.412 0.317
C 0.105 0.891 0.581
C -0.639 0.299 -0.682
H -0.283 0.279 -1.641
H 1.844 0.897 0.361
H -2.524 0.863 -1.167
H 3.768 -1.105 -0.252
H -1.622 -0.453 1.493
H -0.868 1.128 1.297
H -2.135 -1.344 -0.874
*
```

Properties
ΔE to the lowest compared entry with this formula, charge and spin in kcal/mol: 272.28
Lowest unoccupied orbital energy in eV: 0.34
Highest occupied orbital energy in Ha: -0.3212
Energy in Eh: -399.531653